1.
The following is a quantum chemistry calculation of C27H61FInO5 as an isolated structure, from OMol25.

Geometry as XYZ:
```
95
Properties=species:S:1:pos:R:3:forces:R:3
C 1.4412 1.1387 -0.9166 0.047 0.092 0.033
C 1.0356 0.9415 0.3792 -0.220 -0.015 -0.227
C -0.1329 0.0404 0.6943 -0.654 1.775 -0.062
In -0.3756 -0.4214 2.8535 -0.108 -0.616 0.670
C -2.1353 0.8279 3.4526 0.297 -0.906 1.731
C -3.3794 0.3773 3.1734 0.220 0.593 -0.166
C -0.8992 -2.5715 3.0866 0.056 0.008 -0.353
C -1.5801 -3.1757 1.8613 -0.167 0.416 0.360
O -0.7219 -3.2877 0.7252 -0.305 -0.285 -0.002
C -0.1567 -4.5582 0.5162 0.367 0.200 -0.091
C 1.1696 -4.7523 1.2648 -0.195 -0.050 0.056
C 1.4613 -0.0855 4.0885 0.031 -0.064 -0.110
C 2.7376 -0.5972 3.4454 -0.396 -0.006 0.069
F 1.2904 -0.8623 5.2912 -0.038 0.064 0.029
H 2.3761 0.7711 -1.3351 0.828 1.605 0.395
H 0.7554 1.6103 -1.6205 -0.705 -1.673 -0.480
H 1.5483 1.4482 1.1998 0.987 -1.212 0.176
H -1.0753 0.5287 0.3861 -0.157 -0.202 0.153
H -0.0187 -0.8434 0.0741 -0.124 -0.057 0.041
H -1.9207 1.8214 3.8580 -0.130 0.843 -1.956
H -4.0537 0.8660 2.4598 -0.706 0.691 1.113
H -3.7360 -0.5322 3.6576 0.389 -0.914 -1.344
H -1.5986 -2.6445 3.9260 0.068 -0.018 0.068
H -0.0126 -3.1659 3.3266 -0.049 -0.019 0.196
H -2.0330 -4.1539 2.0930 0.144 -0.116 -0.214
H -2.4013 -2.5208 1.5518 -0.022 -0.061 -0.058
H 0.0339 -4.6199 -0.5590 -0.048 -0.026 0.000
H -0.8704 -5.3493 0.7780 -0.019 0.012 -0.034
H 1.0248 -5.2678 2.2150 0.047 0.054 0.039
H 1.5942 -3.7706 1.4728 0.072 -0.020 -0.057
H 1.8775 -5.3243 0.6620 0.013 -0.047 0.043
H 1.6019 0.9403 4.4440 0.065 -0.014 0.015
H 3.5421 -0.6880 4.1835 0.104 0.080 -0.098
H 3.0235 0.0766 2.6351 0.129 -0.018 0.026
H 2.5555 -1.5824 3.0077 0.146 -0.039 -0.007
C -5.4868 5.7413 2.0343 0.083 0.066 -0.057
C -5.1253 4.3011 1.7140 -0.041 -0.105 0.067
O -4.4378 4.1316 0.4868 -0.115 0.043 -0.109
C -3.1928 4.7979 0.3759 0.079 0.037 0.038
C -2.1909 4.4040 1.4443 -0.037 -0.055 0.104
H -6.0490 6.1866 1.2112 -0.027 -0.014 0.010
H -6.1005 5.7729 2.9356 -0.022 -0.025 -0.012
H -4.6021 6.3574 2.2058 0.001 -0.016 0.043
H -6.0392 3.7154 1.6109 0.011 -0.019 -0.012
H -4.5566 3.8539 2.5372 0.011 0.023 0.003
H -3.3361 5.8869 0.3769 -0.040 -0.006 0.014
H -2.8150 4.5307 -0.6113 -0.017 -0.044 0.004
H -2.5227 4.7197 2.4351 0.057 0.034 0.008
H -1.2277 4.8777 1.2494 0.006 -0.020 -0.030
H -2.0521 3.3222 1.4759 0.021 0.001 -0.035
C 4.6376 -0.7126 -5.9234 -0.062 0.001 -0.073
C 4.2631 -0.3614 -4.4927 0.038 -0.098 0.027
O 2.9985 0.2542 -4.3594 -0.062 0.159 -0.024
C 1.8809 -0.5014 -4.7922 -0.093 -0.106 -0.005
C 1.6911 -1.8102 -4.0454 0.207 -0.040 0.071
H 4.5689 0.1681 -6.5648 0.021 0.017 0.020
H 5.6598 -1.0936 -5.9561 0.002 -0.004 0.030
H 3.9839 -1.4801 -6.3409 0.025 -0.036 0.026
H 4.9746 0.3635 -4.0963 -0.032 0.022 0.017
H 4.3290 -1.2506 -3.8551 -0.005 -0.018 -0.027
H 1.9336 -0.6776 -5.8743 0.022 -0.027 0.007
H 1.0127 0.1332 -4.6151 0.078 0.102 0.023
H 2.5069 -2.5107 -4.2363 -0.027 -0.020 -0.039
H 0.7628 -2.2907 -4.3562 -0.024 0.037 0.008
H 1.6491 -1.6283 -2.9706 -0.069 0.015 -0.004
C 9.5516 -3.5063 -7.1437 -0.005 -0.074 0.067
C 8.8795 -2.4170 -6.3244 0.049 0.036 -0.043
O 8.1961 -2.8934 -5.1811 -0.104 0.013 -0.015
C 8.9856 -3.5667 -4.2178 0.045 -0.042 0.067
C 10.0924 -2.7150 -3.6197 0.007 0.071 -0.094
H 8.8296 -4.2769 -7.4175 -0.011 0.016 -0.021
H 9.9707 -3.0808 -8.0564 -0.012 0.010 -0.004
H 10.3642 -3.9876 -6.5977 0.031 0.034 -0.015
H 8.1149 -1.9261 -6.9273 -0.025 -0.002 0.030
H 9.6071 -1.6456 -6.0455 0.019 -0.023 0.005
H 9.3988 -4.4922 -4.6363 0.021 0.019 -0.018
H 8.2865 -3.8590 -3.4345 -0.037 0.013 -0.027
H 10.8502 -2.4498 -4.3588 0.021 -0.037 0.010
H 10.5896 -3.2615 -2.8177 -0.020 0.000 0.016
H 9.6826 -1.7901 -3.2123 -0.007 -0.017 0.034
C -10.5285 2.8158 4.1249 0.044 0.007 0.087
C -9.3219 3.0156 3.2220 -0.021 -0.044 -0.055
O -8.1716 3.4915 3.8918 0.072 0.195 0.083
C -7.6571 2.6538 4.9183 -0.006 -0.129 0.007
C -7.2069 1.2978 4.4076 -0.047 0.032 -0.107
H -10.7516 3.7332 4.6720 -0.011 0.011 -0.021
H -11.4001 2.5449 3.5272 0.003 0.010 -0.013
H -10.3660 2.0216 4.8546 -0.014 -0.035 -0.033
H -9.5482 3.7758 2.4733 0.034 0.017 0.007
H -9.0970 2.0915 2.6777 -0.011 -0.014 0.021
H -8.3878 2.5595 5.7303 -0.009 -0.063 -0.018
H -6.7963 3.1811 5.3296 -0.035 0.115 -0.074
H -8.0373 0.7083 4.0155 -0.006 -0.019 0.045
H -6.7352 0.7208 5.2029 0.033 0.042 0.014
H -6.4794 1.4420 3.6076 0.047 -0.102 0.023
```
Positions in Å, forces in eV/Å.

## Properties
maximum force = 0.0415 hartree/bohr
E_tot = -47108.791 eV
2S+1 = 1
net charge = -1
frontier orbital gap = 5.68 eV


2.
The following is a quantum chemistry calculation of a 3-piece molecular cluster, C7H11N3O3 overall, from OMol25.

Geometry as XYZ:
```
24
Properties=species:S:1:pos:R:3:forces:R:3
C 3.5805 1.1526 0.0375 0.997 -0.436 1.032
C 2.2154 0.8852 -0.2744 -1.470 3.958 -1.673
C 1.6281 -0.2949 -0.2477 1.249 -0.055 -0.084
C 3.8184 -1.2789 0.3345 -0.646 -2.584 0.627
C -2.1393 1.7555 0.5172 2.334 3.810 -0.225
C -2.4267 0.3149 0.6342 -2.021 -4.375 1.804
C -4.0505 -1.4902 -0.5153 1.495 0.767 -1.513
H 5.3671 0.1373 0.2142 -1.480 -0.733 0.716
H 1.7969 1.8546 -0.7159 0.038 -1.783 0.640
H 0.7044 -0.5227 -0.7804 0.077 -0.178 0.813
H 2.4855 -2.4107 -0.5792 -0.998 3.424 3.784
H -2.5490 2.4956 -0.2950 -0.305 -2.082 1.369
H -1.0258 1.8273 0.1361 -1.696 -0.146 1.527
H -2.3002 2.3034 1.5565 0.763 -1.283 -2.146
H -4.1603 0.7895 -0.5634 2.202 -3.337 1.262
H -3.4546 -2.2323 0.1130 -0.492 0.907 -1.467
H -5.0559 -1.5954 -0.2261 -1.328 -0.001 0.703
H -4.1613 -1.6442 -1.7571 1.155 0.248 3.402
N 4.3442 -0.0368 0.4150 2.073 1.937 -1.110
N 2.3920 -1.2739 0.3653 -0.265 -5.550 -4.605
N -3.5712 -0.0982 -0.1480 -0.340 2.471 -0.936
O 4.0923 2.2536 -0.0275 0.141 -1.218 0.061
O 4.3305 -2.4209 0.3201 0.243 3.207 -0.163
O -1.8604 -0.4704 1.4863 -1.725 3.032 -3.817
```
Positions in Å, forces in eV/Å.

## Properties
maximum force = 0.1403 hartree/bohr
E_tot = -18046.204 eV
2S+1 = 1
net charge = 0
frontier orbital gap = 9.32 eV


> Which of these has the highest net charge?

C7H11N3O3


> Which of these has the lowest maximum force?

C27H61FInO5